Record 1
C7H19N4S | ωB97M-V/def2-TZVPD

* HOMO-LUMO gap: 9.512 eV
* highest occupied orbital energy: -12.7 eV
* ΔE to the lowest compared entry with this formula, charge and spin: 44.13 kcal/mol

ORCA input file:
```
! RIJCOSX wB97M-V def2-TZVPD def2/J DEFGRID3
* xyz 1 1
C -0.911 -0.983 -1.178
C 1.137 1.312 -0.116
C -0.803 2.007 1.247
C 0.246 3.751 -0.340
C 1.818 -1.057 -0.077
C -1.830 -3.692 0.937
C -0.077 2.197 -0.102
N -0.979 -2.129 -0.564
N 0.875 0.023 -0.195
N 2.355 1.806 0.018
N -1.439 -2.296 0.770
S -0.485 -1.063 -2.852
H -1.558 -0.180 -0.782
H -0.068 1.964 2.036
H -1.215 0.955 1.334
H -1.562 2.798 1.256
H 0.463 4.228 0.631
H -0.535 4.379 -0.798
H 1.212 3.785 -0.923
H 1.317 -1.637 0.664
H 1.830 -1.734 -1.012
H 2.865 -0.672 0.340
H -1.210 -4.351 0.224
H -1.654 -3.974 1.951
H -2.940 -3.983 0.804
H -0.756 2.012 -0.910
H -0.368 -2.852 -0.955
H 2.507 2.704 0.278
H 3.007 1.186 -0.322
H -0.763 -2.054 1.498
H -0.479 -2.452 -2.863
*
```


Record 2
C31H41AsF40INO6P3 | ωB97M-V/def2-TZVPD

* HOMO-LUMO gap: 4.340 eV
* highest occupied orbital energy: -3.1 eV

ORCA input file:
```
! RIJCOSX wB97M-V def2-TZVPD def2/J DEFGRID3
* xyz -1 1
C 3.549 1.697 7.056
C 3.042 2.245 5.717
P 2.418 4.000 5.718
C 3.870 4.939 6.445
As 0.502 4.310 7.140
C 0.828 6.347 6.976
N 1.525 4.154 8.763
P -0.007 1.984 7.102
C -1.542 1.524 8.050
C -0.563 1.730 5.341
P -1.487 4.714 8.489
O -1.898 6.355 8.409
I -1.041 4.454 10.928
H 4.165 2.455 7.530
H 4.189 0.830 6.941
H 2.758 1.466 7.752
H 2.341 1.535 5.306
H 3.902 2.237 5.051
H 4.128 4.649 7.456
H 3.743 5.999 6.313
H 4.709 4.650 5.820
H -0.379 4.449 5.825
H 1.594 6.577 6.243
H -0.074 6.765 6.556
H 1.019 6.825 7.927
H 1.685 5.054 9.186
H 2.450 3.770 8.615
H -2.431 1.983 7.646
H -1.678 0.455 7.888
H -1.451 1.665 9.114
H 0.181 2.152 4.687
H -1.501 2.263 5.213
H -0.658 0.675 5.136
H -2.104 6.593 7.507
C -0.164 7.813 2.442
C -0.260 6.340 2.885
C 1.054 5.556 2.962
F 1.640 5.477 1.737
F 0.826 4.302 3.374
F -1.154 5.696 2.091
F -0.793 6.359 4.128
O -0.458 8.116 1.080
C 0.519 8.030 0.124
C 0.177 6.977 -0.931
F 0.057 5.759 -0.377
F 1.171 6.917 -1.851
F 1.728 7.833 0.668
F 0.564 9.233 -0.499
H -0.947 8.327 2.994
H 0.768 8.275 2.765
H 1.758 6.009 3.667
H -0.760 7.229 -1.431
C 1.305 -1.834 2.566
C 2.161 -0.587 2.841
C 3.004 -0.060 1.679
F 3.923 -0.971 1.270
F 3.679 1.040 2.074
F 2.933 -0.810 3.924
F 1.297 0.405 3.168
O 1.813 -3.088 2.995
C 2.669 -3.791 2.195
C 4.031 -3.980 2.860
F 4.607 -2.793 3.114
F 4.849 -4.669 2.028
F 2.776 -3.235 0.978
F 2.113 -5.009 2.019
H 0.406 -1.701 3.165
H 0.962 -1.872 1.534
H 2.369 0.213 0.831
H 3.926 -4.529 3.798
C 1.513 0.245 -3.504
C 2.418 0.113 -4.745
C 2.151 -1.062 -5.688
F 2.332 -2.249 -5.075
F 3.025 -1.007 -6.725
F 3.709 0.115 -4.354
F 2.232 1.247 -5.480
O 2.025 -0.239 -2.272
C 1.882 -1.564 -1.934
C 3.238 -2.252 -1.782
F 3.930 -2.202 -2.939
F 3.063 -3.553 -1.464
F 1.073 -2.203 -2.795
F 1.261 -1.588 -0.730
H 1.405 1.315 -3.338
H 0.505 -0.116 -3.691
H 1.138 -1.017 -6.091
H 3.832 -1.772 -1.001
C -5.006 -1.559 -6.334
C -4.541 -2.495 -7.465
C -3.576 -3.619 -7.087
F -2.407 -3.139 -6.609
F -3.286 -4.352 -8.187
F -4.029 -1.752 -8.471
F -5.662 -3.095 -7.954
O -4.349 -0.307 -6.211
C -3.189 -0.211 -5.482
C -2.013 0.220 -6.355
F -1.788 -0.665 -7.342
F -0.888 0.282 -5.596
F -2.935 -1.346 -4.813
F -3.387 0.751 -4.557
H -6.029 -1.291 -6.587
H -5.071 -2.076 -5.378
H -4.017 -4.282 -6.346
H -2.198 1.198 -6.804
C -4.039 -9.778 -5.881
C -4.097 -8.251 -5.698
C -5.102 -7.482 -6.555
F -4.844 -7.600 -7.868
F -5.025 -6.157 -6.248
F -2.861 -7.737 -5.856
F -4.450 -8.029 -4.401
O -3.009 -10.296 -6.704
C -3.194 -10.387 -8.064
C -2.198 -9.514 -8.825
F -2.342 -8.220 -8.485
F -2.428 -9.624 -10.153
F -4.468 -10.123 -8.402
F -2.961 -11.672 -8.401
H -3.807 -10.174 -4.894
H -5.011 -10.197 -6.138
H -6.124 -7.817 -6.362
H -1.174 -9.823 -8.609
*
```


Record 3
F2HNOS | ωB97M-V/def2-TZVPD

* HOMO-LUMO gap: 9.915 eV
* highest occupied orbital energy: -12.4 eV
* ΔE to the lowest compared entry with this formula, charge and spin: 43.04 kcal/mol
* SMILES: N#S(=O)F.F

ORCA input file:
```
! RIJCOSX wB97M-V def2-TZVPD def2/J DEFGRID3
* xyz 0 1
N -0.163 -0.104 0.084
S 1.183 0.273 0.299
O 2.186 -0.164 1.147
F 1.996 1.011 -0.945
F -2.980 -0.277 -0.370
H -2.221 -0.738 -0.214
*
```


Record 4
C33H47GaN8O4PS | ωB97M-V/def2-TZVPD

* HOMO-LUMO gap: 7.508 eV
* highest occupied orbital energy: -5.9 eV
* ΔE to the lowest compared entry with this formula, charge and spin: 6.51 kcal/mol

ORCA input file:
```
! RIJCOSX wB97M-V def2-TZVPD def2/J DEFGRID3
* xyz -1 1
C 0.690 4.922 -0.416
S -0.898 4.512 0.405
O -1.847 4.207 -0.710
O -1.271 5.673 1.262
Ga -0.762 2.546 1.706
O -0.923 3.065 3.502
P 1.331 1.583 1.176
O 1.114 0.564 0.038
H 0.495 5.610 -1.236
H 1.085 3.997 -0.830
H 1.379 5.404 0.271
H -1.975 1.586 1.365
H -0.212 3.653 3.724
H 2.240 2.562 0.661
H 1.982 0.966 2.284
N -0.287 -0.551 -2.265
C -0.689 -1.367 -3.284
C -1.691 -0.725 -3.970
C -1.893 0.528 -3.337
C -1.008 0.604 -2.289
H 0.432 -0.762 -1.594
H -0.228 -2.331 -3.434
H -2.217 -1.111 -4.831
H -2.604 1.288 -3.616
H -0.829 1.375 -1.561
N -2.107 1.402 5.701
C -1.559 0.247 6.179
C -2.321 -0.181 7.239
C -3.373 0.754 7.399
C -3.213 1.718 6.433
H -1.744 1.939 4.922
H -0.677 -0.172 5.728
H -2.140 -1.066 7.828
H -4.159 0.726 8.137
H -3.790 2.598 6.206
N -4.352 5.888 -1.329
C -4.801 5.117 -2.359
C -5.793 5.811 -3.007
C -5.941 7.054 -2.339
C -5.035 7.070 -1.308
H -3.621 5.620 -0.685
H -4.378 4.144 -2.543
H -6.347 5.466 -3.865
H -6.631 7.845 -2.585
H -4.819 7.818 -0.565
N 5.759 0.568 2.458
C 6.642 1.420 3.064
C 6.750 2.539 2.279
C 5.897 2.355 1.160
C 5.298 1.130 1.300
H 5.491 -0.330 2.809
H 7.114 1.158 3.996
H 7.371 3.394 2.487
H 5.740 3.042 0.346
H 4.586 0.613 0.678
N -2.407 -4.316 -4.105
C -1.557 -5.272 -3.628
C -2.011 -6.493 -4.056
C -3.183 -6.260 -4.823
C -3.401 -4.905 -4.835
H -2.313 -3.329 -3.937
H -0.708 -4.998 -3.026
H -1.555 -7.445 -3.842
H -3.796 -7.000 -5.310
H -4.172 -4.313 -5.298
N 0.667 -1.770 -6.900
C 0.967 -0.571 -6.315
C 1.405 0.277 -7.299
C 1.361 -0.438 -8.525
C 0.899 -1.699 -8.247
H 0.327 -2.578 -6.414
H 0.845 -0.428 -5.256
H 1.719 1.297 -7.155
H 1.635 -0.070 -9.500
H 0.717 -2.546 -8.886
N 1.824 -1.252 7.150
C 1.176 -2.357 6.671
C 1.171 -3.304 7.662
C 1.840 -2.746 8.782
C 2.228 -1.477 8.437
H 1.976 -0.405 6.637
H 0.775 -2.374 5.672
H 0.735 -4.286 7.591
H 2.013 -3.219 9.735
H 2.753 -0.719 8.992
N 2.373 -3.729 -0.694
C 3.231 -4.678 -0.213
C 2.787 -5.903 -0.642
C 1.618 -5.682 -1.414
C 1.390 -4.330 -1.430
H 2.451 -2.742 -0.531
H 4.078 -4.403 0.391
H 3.250 -6.851 -0.424
H 1.013 -6.429 -1.901
H 0.617 -3.745 -1.896
*
```


Record 5
C4H14N2O2 | ωB97M-V/def2-TZVPD

* <S²>: 0.75
* HOMO-LUMO gap (spin up / spin down): 10.122 / 5.473 eV
* highest occupied orbital energy (spin up / spin down): -13.0 / -13.0 eV
* ΔE to the lowest compared entry with this formula, charge and spin: 41.88 kcal/mol

ORCA input file:
```
! RIJCOSX wB97M-V def2-TZVPD def2/J DEFGRID3
* xyz 1 2
C 0.120 -1.016 -0.325
C 0.205 -0.460 -1.755
C -0.634 0.827 -1.974
N 0.001 2.077 -1.565
N 1.144 -0.554 0.532
C 1.385 -1.144 1.859
O 0.817 -0.301 2.792
H -0.867 -0.752 0.098
H 0.132 -2.100 -0.327
H 1.235 -0.292 -2.086
H -0.152 -1.250 -2.405
H -0.841 0.897 -3.036
H -1.516 0.723 -1.349
H 0.878 2.242 -2.044
H 0.076 2.159 -0.558
H 1.273 0.463 0.495
H 0.967 -2.124 1.860
H 2.447 -1.101 2.042
H -0.156 -0.270 2.756
H -2.122 1.221 1.099
H -2.571 0.239 2.215
O -1.825 0.514 1.676
*
```


Record 6
BrH14O7 | ωB97M-V/def2-TZVPD

* HOMO-LUMO gap: 9.879 eV
* highest occupied orbital energy: -6.5 eV
* ΔE to the lowest compared entry with this formula, charge and spin: 18.34 kcal/mol

ORCA input file:
```
! RIJCOSX wB97M-V def2-TZVPD def2/J DEFGRID3
* xyz -1 1
Br -0.353 0.430 0.275
O -3.162 -0.286 1.954
H -2.568 -0.037 1.266
H -3.260 0.413 2.584
O -1.506 1.820 -3.016
H -0.840 2.312 -3.490
H -1.152 1.574 -2.195
O 0.336 -1.053 3.219
H -0.095 -0.353 2.706
H 1.116 -1.242 2.722
O -1.869 -1.164 -2.112
H -1.454 -0.781 -1.303
H -2.712 -0.715 -2.067
O 1.669 0.046 -2.170
H 1.105 0.298 -1.450
H 1.214 -0.734 -2.443
O 1.904 -1.758 1.034
H 2.808 -1.460 1.055
H 1.493 -1.022 0.492
O 2.756 1.446 0.893
H 2.691 0.775 1.510
H 1.879 1.492 0.535
*
```


Record 7
C4H2O2 | ωB97M-V/def2-TZVPD

* HOMO-LUMO gap: 9.291 eV
* highest occupied orbital energy: -10.4 eV
* ΔE to the lowest compared entry with this formula, charge and spin: 7.35 kcal/mol
* SMILES: C#CC(=O)C=O

ORCA input file:
```
! RIJCOSX wB97M-V def2-TZVPD def2/J DEFGRID3
* xyz 0 1
C -0.041 -1.954 -0.665
C -0.069 -1.053 0.133
C -0.073 0.210 0.835
O -0.190 0.379 2.027
C 0.090 1.426 -0.089
O 0.214 1.342 -1.281
H -0.014 -2.732 -1.395
H 0.080 2.382 0.464
*
```


Record 8
C7H13NO | ωB97M-V/def2-TZVPD

* HOMO-LUMO gap: 10.406 eV
* highest occupied orbital energy: -9.5 eV
* ΔE to the lowest compared entry with this formula, charge and spin: 86.77 kcal/mol
* SMILES: CC1(C)CC[C@]2(C)ON12

ORCA input file:
```
! RIJCOSX wB97M-V def2-TZVPD def2/J DEFGRID3
* xyz 0 1
C 0.138 -0.664 -2.315
C 0.279 -0.067 -0.911
C 0.855 1.363 -1.096
C 1.028 -0.983 0.067
C 0.533 -0.561 1.473
C -0.869 -0.191 1.223
C -1.589 0.649 2.195
O -1.539 -0.959 0.360
N -1.050 0.252 -0.347
H 1.221 -0.670 -2.631
H -0.486 0.089 -2.922
H -0.458 -1.510 -2.302
H 0.001 1.806 -1.593
H 1.657 1.370 -1.833
H 1.224 1.633 -0.087
H 2.086 -0.811 -0.209
H 0.739 -2.045 -0.330
H 0.545 -1.362 2.179
H 1.021 0.255 1.925
H -1.130 1.712 2.183
H -1.471 0.110 3.098
H -2.736 0.585 1.874
*
```


Computed molecular weight (g/mol) in order:
191.32 1578.34 101.08 752.56 122.17 206.01 82.06 127.19